Record 1
{
  "formula": "C25H32FO2V",
  "method": "wB97M-V/def2-TZVPD",
  "elements": ["O", "C", "C", "H", "H", "C", "H", "H", "C", "H", "H", "H", "C", "H", "H", "H", "V", "C", "C", "C", "H", "C", "C", "H", "H", "H", "H", "C", "C", "C", "H", "C", "C", "H", "H", "H", "H", "O", "C", "C", "H", "H", "C", "H", "H", "C", "H", "H", "H", "H", "F", "C", "C", "C", "C", "C", "C", "H", "H", "H", "H"],
  "positions_angstrom": [[0.178, -0.349, -4.306], [0.043, 0.948, -5.000], [-0.106, 0.393, -6.401], [0.956, 1.547, -4.846], [-0.864, 1.466, -4.647], [0.076, -0.940, -5.630], [0.670, 0.700, -7.103], [-1.097, 0.501, -6.843], [1.319, -1.703, -6.055], [2.193, -1.053, -5.975], [1.191, -1.965, -7.112], [1.422, -2.622, -5.465], [-1.167, -1.791, -5.797], [-2.061, -1.222, -5.519], [-1.102, -2.723, -5.228], [-1.221, -2.038, -6.864], [-0.590, -0.700, 2.887], [-2.564, -1.114, 3.864], [-2.285, 0.269, 4.076], [-2.114, 0.904, 2.795], [-2.280, 0.777, 5.049], [-2.270, -0.101, 1.778], [-2.560, -1.353, 2.444], [-2.823, -2.270, 1.924], [-2.798, -1.859, 4.630], [-1.901, 1.956, 2.582], [-2.288, 0.056, 0.703], [0.893, -2.201, 4.060], [-0.028, -2.879, 3.201], [0.266, -2.499, 1.841], [-0.793, -3.599, 3.501], [1.375, -1.577, 1.871], [1.765, -1.405, 3.236], [2.600, -0.793, 3.567], [0.931, -2.313, 5.144], [-0.193, -2.900, 0.941], [1.858, -1.152, 0.994], [1.431, 0.304, -1.575], [0.163, -0.424, -1.524], [-0.988, 0.549, -1.847], [0.062, -0.781, -0.451], [0.256, -1.301, -2.169], [-0.221, 1.867, -2.100], [-1.597, 0.646, -0.938], [-1.601, 0.244, -2.691], [1.022, 1.684, -1.238], [-0.870, 2.774, -2.031], [0.191, 1.832, -3.117], [0.737, 1.698, -0.166], [1.838, 2.390, -1.428], [2.538, 4.034, 6.010], [1.900, 3.008, 5.349], [1.773, 3.100, 3.966], [1.082, 2.058, 3.305], [0.564, 0.997, 4.035], [0.703, 0.939, 5.410], [1.410, 1.942, 6.108], [2.195, 3.958, 3.429], [0.947, 2.066, 2.219], [0.267, 0.105, 5.960], [1.567, 1.915, 7.187]],
  "lowdin_charge": [-0.091, -0.175, -0.079, 0.131, 0.119, -0.584, 0.112, 0.108, -0.019, 0.090, 0.087, 0.090, -0.027, 0.091, 0.088, 0.089, 0.581, -0.167, -0.169, -0.186, 0.109, -0.214, -0.225, 0.100, 0.106, 0.105, 0.071, -0.170, -0.216, -0.221, 0.098, -0.179, -0.194, 0.097, 0.094, 0.093, 0.088, -0.157, -0.187, -0.152, 0.100, 0.107, -0.174, 0.078, 0.095, -0.167, 0.126, 0.048, 0.110, 0.118, -0.020, -0.308, -0.046, -0.138, -0.217, -0.150, -0.041, 0.097, 0.069, 0.080, 0.095],
  "s_squared": 3.77,
  "spin_multiplicity": 4,
  "total_energy_ha": -2166.03155,
  "lumo_energy_ev": [2.178, 2.177],
  "de_lowest_ev": 0.000,
  "homo_ev": [-1.14, -3.66],
  "charge": -1
}

---

Record 2
{
  "formula": "C17H19Br3F3N2O7P",
  "method": "wB97M-V/def2-TZVPD",
  "elements": ["C", "C", "C", "C", "C", "O", "O", "C", "C", "C", "Br", "C", "C", "C", "N", "C", "C", "C", "F", "Br", "C", "F", "F", "Br", "C", "P", "N", "O", "O", "H", "H", "H", "H", "H", "H", "H", "H", "H", "H", "H", "H", "H", "H", "H", "H", "H", "H", "C", "O", "O", "O", "H"],
  "positions_angstrom": [[-0.160, -3.746, 1.491], [-0.471, -2.801, 0.826], [-0.666, -1.516, 0.219], [-1.948, -1.219, -0.295], [-3.062, -2.235, -0.231], [-3.717, -2.481, -1.206], [-3.297, -2.790, 0.963], [-3.365, -4.242, 0.954], [-2.177, 0.040, -0.834], [-3.524, 0.480, -1.363], [-3.296, 1.230, -3.155], [-4.118, 1.561, -0.434], [-4.892, 0.928, 0.750], [-1.130, 0.934, -0.843], [0.088, 0.652, -0.372], [1.052, 1.797, -0.485], [1.424, 2.420, 0.886], [2.865, 2.938, 0.926], [3.727, 1.976, 1.269], [2.959, 4.269, 2.390], [3.335, 3.680, -0.369], [2.346, 4.454, -0.856], [4.349, 4.499, -0.049], [3.987, 2.500, -1.752], [0.373, -0.575, 0.176], [2.029, -0.999, 0.962], [1.879, -0.652, 2.454], [3.220, -0.264, 0.245], [2.367, -2.547, 0.779], [0.099, -4.579, 2.104], [-2.860, -4.607, 1.842], [-2.830, -4.616, 0.083], [-4.408, -4.542, 0.914], [-4.211, -0.350, -1.437], [-3.316, 2.172, -0.021], [-4.799, 2.186, -1.006], [-5.804, 1.499, 0.917], [-5.199, -0.098, 0.541], [-4.302, 0.946, 1.666], [-1.288, 1.915, -1.266], [1.924, 1.507, -1.059], [0.536, 2.554, -1.067], [1.258, 1.717, 1.697], [0.773, 3.269, 1.090], [0.977, -0.270, 2.704], [3.423, -0.572, -0.660], [2.272, -2.834, -0.143], [5.637, -1.165, -2.314], [4.668, -1.773, -1.770], [5.754, 0.174, -1.809], [6.407, -1.490, -3.201], [5.060, 0.080, -1.145]],
  "lowdin_charge": [0.196, -0.076, -0.106, 0.037, -0.456, 0.169, -0.030, -0.015, -0.164, -0.630, 0.786, -0.262, -0.069, 0.002, 0.019, -0.107, -0.149, -0.792, 0.006, 0.841, -0.907, 0.049, 0.000, 1.041, -0.070, 0.503, -0.103, -0.138, -0.109, 0.074, 0.088, 0.100, 0.098, 0.077, 0.103, 0.092, 0.077, 0.074, 0.077, 0.127, 0.035, 0.123, 0.098, 0.103, -0.003, 0.052, 0.103, -0.786, -0.095, -0.088, 0.019, -0.011],
  "spin_multiplicity": 1,
  "total_energy_ha": -9658.29948,
  "lumo_energy_ev": -2.733,
  "homo_ev": -7.66,
  "charge": 0
}

---

Record 3
{
  "formula": "C5H7N4O",
  "method": "wB97M-V/def2-TZVPD",
  "elements": ["C", "C", "C", "C", "C", "N", "N", "N", "N", "O", "H", "H", "H", "H", "H", "H", "H"],
  "positions_angstrom": [[-1.587, -1.136, -0.744], [-0.011, 0.105, 0.939], [-0.703, -0.170, -1.353], [-1.080, -0.830, 1.530], [1.262, 1.112, -0.702], [-1.832, -1.344, 0.457], [2.325, 1.186, 0.238], [0.105, 0.305, -0.270], [2.150, 0.775, 1.316], [2.588, 0.640, 2.364], [-2.132, -1.640, -1.509], [-0.106, -0.704, -2.051], [-1.174, 0.741, -1.992], [-0.635, -1.643, 2.036], [-1.771, -0.256, 2.294], [0.970, 2.144, -0.886], [1.631, 0.715, -1.666]],
  "lowdin_charge": [-0.135, 0.113, -0.095, -0.130, -0.085, 0.083, 0.168, -0.072, -0.147, 0.224, 0.128, 0.128, 0.214, 0.115, 0.182, 0.153, 0.155],
  "spin_multiplicity": 1,
  "total_energy_ha": -488.50044,
  "lumo_energy_ev": [-5.527, -5.524],
  "de_lowest_ev": 6.840,
  "homo_ev": [-13.34, -13.34],
  "charge": 1
}

---

Record 4
{
  "formula": "C5H9NOS",
  "method": "wB97M-V/def2-TZVPD",
  "elements": ["C", "C", "C", "C", "C", "H", "H", "H", "H", "H", "H", "H", "H", "H", "N", "O", "S"],
  "positions_angstrom": [[-0.532, -1.422, 1.964], [-1.348, -0.026, 1.666], [0.155, 0.779, -1.445], [1.266, -0.079, -2.064], [1.631, 0.853, -0.747], [-0.187, -1.275, 3.271], [-1.561, -2.276, 1.617], [0.404, -1.393, 1.276], [-1.925, 1.176, 0.138], [-0.336, 1.501, -2.006], [0.962, -1.300, -2.338], [1.637, 0.335, -2.923], [2.211, 1.770, -0.963], [1.783, -0.002, 0.099], [-1.178, 0.574, 0.395], [-0.581, -0.157, -0.618], [-2.403, 0.941, 2.679]],
  "lowdin_charge": [-0.104, -0.763, -0.269, -0.115, -0.009, 0.161, 0.183, 0.041, 0.096, 0.113, 0.187, 0.026, 0.086, 0.133, -0.082, -0.156, 0.474],
  "spin_multiplicity": 1,
  "total_energy_ha": -723.82339,
  "lumo_energy_ev": 0.498,
  "de_lowest_ev": 8.066,
  "homo_ev": -8.34,
  "charge": 0
}